{
  "formula": "C4H5N3O",
  "method": "wB97M-V/def2-TZVPD",
  "e_tot_ha": -394.779796,
  "lumo_ev": -0.065,
  "homo_lumo_gap_ev": 8.684,
  "smiles": "N/N=C/c1ncco1",
  "species": ["C", "N", "H", "H", "H", "O", "H", "N", "N", "C", "H", "C", "C"],
  "coordinates": [[0.017, -0.434, -0.073], [1.195, 1.440, 0.291], [-0.120, -3.196, 1.523], [1.670, 3.629, 0.326], [0.449, 3.103, -0.680], [-0.966, -0.987, -0.923], [-1.926, -2.897, -0.693], [0.570, -1.283, 0.899], [0.869, 2.874, 0.307], [-1.329, -2.208, -0.288], [-0.476, 1.527, -0.916], [0.396, 0.869, -0.483], [-0.349, -2.437, 0.711]],
  "forces_ev_per_a": [[1.15, -5.34, 0.24], [1.18, 4.17, 0.51], [-1.03, 0.56, -1.67], [-1.20, -2.75, 0.47], [0.58, -0.47, 2.32], [0.18, -1.00, 3.09], [-2.57, -1.90, -1.84], [-5.04, 0.96, -4.46], [1.26, 1.35, -2.81], [6.42, 2.55, 3.22], [1.63, -1.51, -0.04], [-3.11, 1.40, 0.47], [0.56, 1.97, 0.51]]
}

***

{
  "formula": "C4H5N3O",
  "method": "wB97M-V/def2-TZVPD",
  "e_tot_ha": -394.740316,
  "lumo_ev": 0.745,
  "homo_lumo_gap_ev": 10.217,
  "smiles": "c1nc(N2CC2)no1",
  "species": ["H", "H", "N", "C", "H", "C", "C", "C", "H", "N", "H", "N", "O"],
  "coordinates": [[-2.372, -0.014, -1.176], [-2.084, -0.971, 1.449], [1.611, -1.114, -0.320], [-1.554, -0.171, 0.855], [-1.639, 1.404, -0.925], [0.468, -0.311, -0.568], [-1.871, 0.390, -0.476], [2.580, -0.426, 0.160], [3.712, -0.584, 0.159], [0.879, 0.951, -0.228], [-0.936, 0.564, 1.349], [-0.908, -0.633, -0.385], [2.115, 0.915, 0.104]],
  "forces_ev_per_a": [[-5.90, -2.52, -3.82], [0.32, 1.33, -0.88], [-1.29, -2.53, -0.10], [-0.01, -0.66, -0.05], [0.42, -0.76, 1.76], [3.14, 2.57, 4.33], [2.38, 3.87, 0.97], [-1.30, 1.93, -2.77], [-2.08, 0.14, 0.47], [-3.08, -1.30, -1.70], [-0.03, -0.21, 0.71], [3.83, -1.79, -0.22], [3.59, -0.05, 1.30]]
}

***

{
  "formula": "C4H5N3O",
  "method": "wB97M-V/def2-TZVPD",
  "e_tot_ha": -394.828242,
  "lumo_ev": -0.460,
  "homo_lumo_gap_ev": 9.293,
  "smiles": "[H]/N=C1\\CC(=O)/C(=N\\[H])N1",
  "species": ["N", "C", "C", "H", "N", "H", "C", "O", "H", "H", "N", "C", "H"],
  "coordinates": [[1.668, 1.946, 0.533], [0.882, 1.050, 0.274], [-1.160, -0.095, -0.320], [-2.929, -0.769, -0.882], [-0.490, 1.106, -0.042], [-0.102, -1.693, -0.941], [-0.185, -1.352, 0.035], [2.271, -1.190, -0.126], [-0.769, 2.137, 0.298], [2.547, 1.508, 0.674], [-2.353, 0.095, -0.469], [1.122, -0.607, 0.215], [-0.504, -2.134, 0.753]],
  "forces_ev_per_a": [[0.63, 1.92, 0.19], [-2.92, -5.85, -0.80], [2.46, 0.46, 3.74], [1.67, 2.11, 1.77], [3.54, 3.85, 2.08], [0.51, -1.83, -1.65], [-0.95, 3.15, -0.22], [-6.18, 3.65, 2.58], [-0.67, -3.40, -1.65], [1.34, -0.08, 0.37], [-5.70, -3.11, -3.26], [6.27, -1.81, -2.77], [-0.01, 0.93, -0.38]]
}

***

{
  "formula": "C4H5N3O",
  "method": "wB97M-V/def2-TZVPD",
  "e_tot_ha": -394.659577,
  "lumo_ev": 0.503,
  "homo_lumo_gap_ev": 9.007,
  "species": ["O", "H", "H", "C", "C", "H", "C", "C", "N", "N", "H", "H", "N"],
  "coordinates": [[2.109, 1.068, -0.319], [-2.533, 0.219, -0.103], [-2.140, -2.302, 1.427], [0.673, -0.704, -0.711], [-1.480, -0.275, 0.202], [1.658, 2.978, -0.649], [1.111, 2.070, -0.374], [-1.409, -1.330, 1.252], [-0.228, 0.182, -0.007], [-0.105, 1.544, -0.425], [0.581, -1.800, -0.957], [-0.072, -1.475, 1.580], [1.835, -0.175, -0.916]],
  "forces_ev_per_a": [[0.07, 0.99, 0.67], [3.01, -1.06, 0.29], [1.81, 3.07, -0.45], [2.06, 2.41, 1.06], [-3.78, -3.84, 5.28], [-1.46, 0.28, 0.26], [-1.63, -5.99, -1.19], [2.07, 0.12, -2.68], [2.08, 0.80, -2.67], [1.55, 3.07, 0.51], [-0.68, 1.63, 0.13], [-4.65, 0.14, -0.74], [-0.44, -1.62, -0.48]]
}